# 1
Below is 2 unconnected molecules or ions with the total composition C3H11NO in a non-equilibrium geometry, with properties calculated with ωB97M-V/def2-TZVPD.

Last column: Löwdin charge in e.
Positions of all 16 atoms, in Å:
C  2.289  -0.617  0.232  -0.17
O  1.281  -1.585  -0.071  -0.14
H  2.126  0.354  -0.233  0.06
H  3.274  -1.030  0.029  0.07
H  2.298  -0.460  1.325  0.08
C  -1.131  0.868  0.961  -0.15
N  -1.364  -0.250  0.057  -0.19
C  -0.991  0.148  -1.323  -0.13
H  -1.610  0.644  1.916  0.08
H  -1.537  1.859  0.694  0.08
H  -0.058  1.033  1.073  0.07
H  0.463  -1.197  0.282  0.02
H  -2.353  -0.457  0.062  0.10
H  0.043  0.464  -1.301  0.06
H  -1.066  -0.700  -2.003  0.08
H  -1.664  0.924  -1.701  0.08

- total charge = 0
- E_LUMO (hartree) = 0.037
- energy relative to the best compared isomer or geometry (same formula, charge and spin) (kcal per mole) = 27.18
- HOMO level (eV) = -9.497
- DFT total energy (eV) = -6826.0666

# 2
Below is a molecular structure, C2H2Br3Cl3 in a non-equilibrium geometry, with properties calculated with ωB97M-V/def2-TZVPD.

Last column: Löwdin charge in e.
Positions of all 10 atoms, in Å:
C  -0.837  -1.670  0.170  -1.35
Br  -1.117  0.302  0.224  0.66
Br  0.345  -2.328  1.663  0.53
Br  -0.152  -2.149  -1.643  0.51
H  -1.805  -2.170  0.174  -0.03
C  0.607  1.565  -0.183  -1.68
Cl  1.380  3.075  -0.722  0.50
Cl  -0.040  1.912  1.455  0.45
Cl  1.781  0.233  -0.263  0.52
H  -0.164  1.229  -0.876  -0.13

- total charge = 0
- E_LUMO (hartree) = -0.022
- energy relative to the best compared isomer or geometry (same formula, charge and spin) (kcal per mole) = 132.63
- HOMO level (eV) = -9.016
- DFT total energy (eV) = -249794.9599

# 3
Below is a molecular structure, C12H42B3KO6 in a non-equilibrium geometry, with properties calculated with ωB97M-V/def2-TZVPD.

Last column: Löwdin charge in e.
Positions of all 64 atoms, in Å:
K  -24.985  -14.073  -18.843  0.63
B  -25.295  -15.890  -21.282  -0.48
H  -25.665  -14.754  -21.246  -0.09
H  -25.482  -16.413  -20.220  -0.10
H  -25.878  -16.466  -22.187  -0.06
H  -24.128  -15.768  -21.533  -0.04
B  -22.718  -13.095  -21.997  -0.50
H  -23.433  -13.377  -21.027  -0.08
H  -23.349  -12.600  -22.914  -0.07
H  -21.836  -12.309  -21.688  -0.06
H  -22.244  -14.146  -22.385  -0.07
B  -21.886  -13.189  -18.631  -0.49
H  -22.486  -13.715  -17.744  -0.10
H  -22.480  -12.257  -19.123  -0.06
H  -20.828  -12.757  -18.170  -0.07
H  -21.567  -13.940  -19.510  -0.04
C  -24.765  -10.352  -18.908  -0.08
O  -25.826  -11.295  -18.981  -0.25
C  -26.980  -10.923  -18.257  -0.20
C  -28.097  -11.824  -18.723  -0.21
O  -27.670  -13.141  -18.507  -0.23
C  -28.560  -14.153  -18.892  -0.09
H  -23.970  -10.729  -19.545  0.08
H  -24.419  -10.285  -17.868  0.08
H  -25.136  -9.362  -19.208  0.08
H  -27.169  -9.857  -18.426  0.12
H  -26.766  -11.148  -17.201  0.13
H  -28.306  -11.655  -19.788  0.11
H  -29.036  -11.626  -18.180  0.13
H  -29.452  -14.183  -18.252  0.09
H  -28.021  -15.096  -18.790  0.08
H  -28.815  -14.076  -19.955  0.09
C  -27.380  -16.930  -16.484  -0.10
O  -26.592  -15.896  -15.930  -0.17
C  -25.260  -16.279  -15.731  -0.23
C  -24.427  -15.107  -15.282  -0.23
O  -24.442  -14.068  -16.207  -0.28
C  -23.831  -12.899  -15.715  -0.12
H  -28.184  -16.464  -17.046  0.07
H  -27.831  -17.525  -15.673  0.08
H  -26.793  -17.627  -17.084  0.09
H  -24.845  -16.723  -16.652  0.14
H  -25.123  -17.091  -14.996  0.13
H  -23.401  -15.400  -15.020  0.14
H  -24.887  -14.787  -14.323  0.13
H  -24.305  -12.570  -14.781  0.09
H  -23.888  -12.145  -16.499  0.08
H  -22.750  -13.042  -15.604  0.09
C  -25.102  -10.369  -22.837  -0.12
O  -25.708  -11.618  -23.056  -0.16
C  -26.682  -11.993  -22.153  -0.25
C  -27.685  -12.888  -22.834  -0.23
O  -27.085  -13.992  -23.442  -0.16
C  -27.991  -15.015  -23.691  -0.16
H  -25.728  -9.656  -22.280  0.07
H  -24.847  -9.938  -23.806  0.08
H  -24.176  -10.538  -22.274  0.07
H  -27.207  -11.193  -21.606  0.10
H  -26.264  -12.577  -21.299  0.11
H  -28.246  -12.286  -23.580  0.12
H  -28.437  -13.198  -22.084  0.10
H  -28.240  -15.543  -22.762  0.08
H  -27.600  -15.729  -24.417  0.08
H  -28.916  -14.647  -24.180  0.07

- total charge = -2
- E_LUMO (hartree) = 0.136
- HOMO level (eV) = -0.764
- DFT total energy (eV) = -43756.4615